Entry 1:
This record from the Open Molecules 2025 dataset describes a molecular structure, C16H24Cl5N4Ru. The level of theory is the ωB97M-V functional and the def2-TZVPD basis.

* M: 550.73 g/mol
* Kohn-Sham gap (alpha / beta): 8.52 / 5.40 eV
* ΔE to the lowest compared entry with this formula, charge and spin: 0.0 kcal per mole
* multiplicity: 5
* HOMO level (alpha / beta): -18.354 / -18.448 eV
* ⟨S²⟩: 6.04
* total charge: +3

Atoms and positions in Å:
Ru  0.012  -0.152  -0.207
C  -1.512  2.909  -1.037
C  0.013  3.008  -1.154
N  0.756  1.704  -1.119
C  2.187  1.910  -0.746
C  2.880  0.573  -0.667
N  2.110  -0.373  0.206
C  2.458  -0.251  1.669
C  1.638  0.769  2.463
C  0.357  0.191  3.042
N  -0.694  0.007  2.008
C  -1.649  1.130  1.897
C  -2.663  0.786  0.826
N  -1.995  0.494  -0.490
C  -2.148  1.607  -1.490
H  -1.942  3.708  -1.641
H  -1.828  3.130  -0.017
H  0.401  3.624  -0.345
H  0.284  3.506  -2.084
H  0.759  1.354  -2.077
H  2.217  2.436  0.204
H  2.685  2.548  -1.478
H  3.895  0.694  -0.288
H  2.955  0.127  -1.657
H  2.399  -1.309  -0.070
H  3.519  -0.012  1.737
H  2.326  -1.241  2.105
H  1.393  1.647  1.857
H  2.257  1.141  3.280
H  -0.020  0.830  3.842
H  0.562  -0.785  3.482
H  -1.223  -0.832  2.221
H  -1.093  2.036  1.653
H  -2.165  1.315  2.842
H  -3.390  1.587  0.705
H  -3.213  -0.108  1.123
H  -2.478  -0.304  -0.898
H  -3.215  1.769  -1.643
H  -1.739  1.252  -2.437
Cl  -1.864  -3.003  1.361
C  -1.037  -3.259  -0.095
C  -0.365  -2.222  -0.731
C  0.183  -2.588  -1.962
Cl  0.939  -1.366  -2.893
C  0.155  -3.915  -2.538
Cl  0.892  -4.206  -4.007
C  -0.485  -4.935  -1.854
Cl  -0.537  -6.503  -2.476
C  -1.093  -4.621  -0.633
Cl  -1.884  -5.807  0.214

Atoms 1-6, force components in eV/Å:
Ru -0.2 -0.2 0.6
C 0.0 -0.1 0.0
C 0.0 0.0 0.0
N -0.1 -0.3 0.1
C 0.0 0.0 0.0
C 0.0 0.0 0.0

Results of the Löwdin charge analysis, in e, for atoms 1 through 2: atom 1 (Ru): 1.400, atom 2 (C): -0.142

Entry 2:
This record from the Open Molecules 2025 dataset describes a molecular structure, C16H24MnN2O in a non-equilibrium geometry. The level of theory is the ωB97M-V functional and the def2-TZVPD basis.

* M: 315.32 g/mol
* Kohn-Sham gap (alpha / beta): 4.62 / 6.37 eV
* ΔE to the lowest compared entry with this formula, charge and spin: 45.9 kcal per mole
* multiplicity: 6
* HOMO level (alpha / beta): -5.092 / -6.889 eV
* ⟨S²⟩: 8.76

Atoms and positions in Å:
C  0.165  2.460  -1.841
C  1.080  1.414  -2.652
H  -0.914  2.328  -1.956
H  0.402  3.396  -2.367
H  0.452  2.787  -0.811
H  0.645  0.437  -2.923
H  1.136  1.917  -3.629
H  2.137  1.354  -2.340
C  -2.327  0.944  0.169
C  -3.589  0.572  0.631
C  -3.957  -0.779  0.588
C  -3.036  -1.704  0.099
H  -1.971  1.975  0.213
H  -4.257  1.340  1.014
H  -4.935  -1.106  0.931
H  -3.267  -2.766  0.062
N  -1.455  0.054  -0.339
C  -1.778  -1.272  -0.353
C  -0.733  -2.194  -0.810
N  0.463  -1.643  -1.152
C  1.479  -2.446  -1.511
C  0.126  -4.423  -1.249
C  1.355  -3.842  -1.570
H  2.428  -1.958  -1.731
H  2.218  -4.431  -1.859
C  -0.926  -3.591  -0.869
H  -1.902  -3.990  -0.605
H  -0.017  -5.500  -1.289
Mn  0.608  0.732  -0.768
C  2.491  0.239  -0.174
H  3.098  -0.157  -1.000
H  2.390  -0.513  0.623
H  2.937  1.154  0.243
C  0.583  0.514  2.957
C  0.452  1.855  2.255
C  1.465  2.892  2.715
O  0.505  1.703  0.883
H  1.527  0.027  2.679
H  -0.246  -0.145  2.677
H  0.565  0.650  4.044
H  -0.546  2.254  2.531
H  2.478  2.589  2.435
H  1.251  3.855  2.247
H  1.420  3.017  3.799

Atoms 1-6, force components in eV/Å:
C 0.6 2.6 -1.6
C 0.2 1.8 -2.7
H 0.2 -0.2 0.0
H -0.3 -0.1 0.0
H -0.3 -0.7 -0.3
H 0.2 0.1 0.4

Results of the Löwdin charge analysis, in e, for atoms 1 through 2: atom 1 (C): -0.179, atom 2 (C): -0.196

Entry 3:
This record from the Open Molecules 2025 dataset describes a single C16H24N2O3S molecule in a non-equilibrium geometry. The level of theory is the ωB97M-V functional and the def2-TZVPD basis.

* M: 324.45 g/mol
* Kohn-Sham gap: 9.75 eV
* ΔE to the lowest compared entry with this formula, charge and spin: 28.9 kcal per mole
* SMILES: CN(CC(=O)NC1CCCCCC1)S(=O)(=O)c1ccccc1
* HOMO level: -9.264 eV

Atoms and positions in Å:
C  2.808  2.722  -0.697
N  1.625  2.145  -0.101
C  0.498  3.045  0.106
C  -0.727  2.526  -0.667
O  -1.208  3.124  -1.608
N  -1.165  1.354  -0.190
C  -2.334  0.661  -0.693
C  -1.957  -0.732  -1.218
C  -1.273  -1.644  -0.196
C  -2.231  -2.490  0.647
C  -3.472  -1.752  1.158
C  -3.231  -0.291  1.544
C  -3.439  0.664  0.369
S  1.997  1.105  1.158
O  3.009  1.635  2.026
O  0.751  0.708  1.766
C  2.654  -0.294  0.257
C  3.756  -0.966  0.747
C  4.231  -2.073  0.062
C  3.598  -2.489  -1.099
C  2.495  -1.803  -1.583
C  2.015  -0.697  -0.901
H  3.534  1.923  -0.839
H  3.255  3.493  -0.061
H  2.548  3.147  -1.666
H  0.744  4.045  -0.252
H  0.257  3.096  1.173
H  -0.697  0.976  0.625
H  -2.682  1.262  -1.542
H  -2.856  -1.216  -1.603
H  -1.282  -0.582  -2.064
H  -0.639  -1.052  0.463
H  -0.609  -2.332  -0.727
H  -1.667  -2.877  1.498
H  -2.565  -3.350  0.062
H  -4.256  -1.783  0.398
H  -3.852  -2.298  2.024
H  -2.234  -0.169  1.968
H  -3.949  -0.015  2.320
H  -4.387  0.422  -0.117
H  -3.520  1.686  0.748
H  4.224  -0.609  1.651
H  5.091  -2.609  0.433
H  3.969  -3.352  -1.632
H  2.009  -2.129  -2.490
H  1.165  -0.136  -1.255

Atoms 1-6, force components in eV/Å:
C 0.4 0.2 -0.2
N 0.3 -0.8 0.8
C -0.6 0.0 0.1
C 0.4 0.3 0.3
O -0.1 0.3 -0.3
N -0.2 -0.5 0.3

Results of the Löwdin charge analysis, in e, for atoms 1 through 2: atom 1 (C): -0.085, atom 2 (N): -0.291